{
  "formula": "H4N2O2P",
  "method": "the ωB97M-V functional and the def2-TZVPD basis",
  "species": ["H", "P", "O", "O", "N", "H", "N", "H", "H"],
  "coordinates": [[0.9129, 1.8150, -0.4112], [1.0358, 0.4640, -0.1582], [0.7470, -0.3115, -1.6070], [2.2354, 0.1804, 0.6960], [-0.2945, 0.0174, 0.7882], [-1.1714, -1.1620, -0.7993], [-1.4473, -0.5698, 0.1340], [-2.1274, 0.1254, -0.2128], [0.1095, -0.5590, 1.5704]],
  "forces_ev_per_angstrom": [[-0.1, 0.7, 0.0], [-0.4, -4.2, -4.8], [1.2, 2.8, 4.4], [-0.2, 0.4, -0.3], [-0.7, -0.4, 0.3], [-0.1, 2.2, 2.9], [0.3, -1.9, -1.9], [1.0, -0.1, 0.6], [-1.1, 0.5, -1.2]],
  "nbo_charge": [-0.200, 2.054, -1.207, -1.173, -0.851, 0.374, -0.707, 0.331, 0.378],
  "charge": -1,
  "total_energy_ha": -603.81573,
  "orbital_gap_ha": 0.337,
  "smiles": "NN[P@H](=O)[O-]",
  "homo_energy_ev": -4.44,
  "relative_energy_kj_mol": 275.2,
  "lumo_energy_ev": 4.73
}

***

{
  "formula": "C7H10CuFN",
  "method": "the ωB97M-V functional and the def2-TZVPD basis",
  "species": ["H", "H", "C", "H", "N", "Cu", "H", "C", "H", "H", "C", "C", "H", "H", "C", "C", "C", "H", "H", "F"],
  "coordinates": [[2.3930, -2.4078, 1.0613], [0.0486, -2.0384, -0.9872], [0.8204, 1.1808, -1.5256], [-1.1252, 0.9935, -2.6264], [-4.1364, -0.3449, 1.3972], [0.4625, -0.7431, 0.9979], [2.3424, -1.4404, -0.5495], [1.1133, 1.4763, -0.1605], [-3.0908, -0.3930, 1.5531], [2.0991, 1.6199, 0.2764], [1.8061, -1.9403, 0.2623], [-0.5962, 1.1709, -1.6897], [-2.2530, 1.6235, -0.2236], [1.5545, 1.0344, -2.3154], [-0.1441, 1.6752, 0.5213], [0.4327, -2.2183, 0.0291], [-1.1925, 1.4898, -0.4384], [-0.0694, -3.0590, 0.5359], [-0.2732, 2.0640, 1.5185], [-0.1916, 0.2570, 2.3631]],
  "forces_ev_per_angstrom": [[-0.3, 0.2, -0.3], [0.0, 0.3, 0.5], [-0.5, -0.1, 0.0], [0.1, 0.0, 0.2], [0.7, -0.2, 0.1], [-0.3, 3.1, 1.3], [0.0, 0.0, 0.5], [-1.0, 0.1, 0.1], [-0.9, 0.1, -0.2], [-0.1, 0.0, -0.1], [-1.0, -0.4, -0.7], [0.7, 0.2, 0.3], [0.3, -0.3, 0.0], [-0.1, -0.1, 0.1], [0.1, 1.0, -2.3], [1.2, -3.3, -1.8], [1.0, 0.2, 0.5], [0.1, 0.6, 0.0], [0.0, -0.2, -0.2], [0.1, -1.1, 2.0]],
  "nbo_charge": [0.192, 0.231, -0.403, 0.173, -1.170, 1.062, 0.219, -0.480, 0.226, 0.180, -0.550, -0.371, 0.223, 0.164, -0.325, -0.589, -0.359, 0.202, 0.225, -0.850],
  "charge": -2,
  "total_energy_ha": -2067.55113,
  "orbital_gap_ha": [0.147, 0.115],
  "homo_energy_ev": [1.72, 2.61],
  "relative_energy_kj_mol": 124.4,
  "s_squared": 0.76,
  "multiplicity": 2,
  "lumo_energy_ev": [5.72, 5.75]
}

***

{
  "formula": "C5H17N3O",
  "method": "the ωB97M-V functional and the def2-TZVPD basis",
  "species": ["H", "H", "H", "H", "H", "H", "H", "C", "H", "H", "C", "N", "H", "C", "C", "H", "H", "O", "H", "N", "H", "C", "H", "H", "N", "H"],
  "coordinates": [[-1.7072, -1.8010, -1.0303], [-0.3253, 0.6301, 0.9077], [1.7801, -0.1099, 2.2316], [-1.2613, -0.3839, 1.7761], [2.2681, 2.8818, -0.7138], [-3.1950, 1.4208, -0.1629], [2.1083, -1.8454, 2.2574], [-1.6781, -1.0463, -1.8168], [0.7301, 1.0357, -1.1930], [0.7328, -1.1899, 3.1510], [2.2918, 1.9053, -0.2011], [-0.7043, -0.3093, 0.9265], [-3.5662, -0.2934, -0.2750], [1.3210, -1.0955, 2.2371], [-1.8383, 0.3283, -1.2095], [1.0448, -1.2356, 0.0926], [2.1993, 0.7026, -1.8400], [-1.1565, 1.2895, -1.5484], [-2.4889, -1.2298, -2.5249], [1.7054, 0.8172, -0.9636], [3.3391, 1.6753, 0.0288], [0.4493, -1.2921, 1.0053], [-0.7284, -1.1055, -2.3355], [1.7483, 2.0172, 0.7315], [-3.0427, 0.5109, -0.5676], [-0.0260, -2.2771, 1.0368]],
  "forces_ev_per_angstrom": [[0.0, 0.0, -0.1], [0.0, 0.1, 0.0], [0.1, 0.1, 0.0], [0.1, 0.0, -0.1], [0.0, -0.1, 0.1], [-0.2, -0.2, 0.1], [0.2, 0.0, 0.1], [0.2, -0.1, 0.4], [0.4, -0.1, -0.1], [0.0, 0.0, 0.0], [0.3, 0.3, -0.3], [1.3, -1.0, 0.3], [0.0, 0.2, 0.2], [-0.1, -0.1, -0.2], [-1.4, 0.5, -1.3], [-0.2, 0.2, 0.1], [0.0, 0.0, 0.0], [0.0, -0.3, 0.6], [0.0, 0.1, 0.0], [-0.2, 0.0, -0.2], [-0.2, 0.1, 0.1], [-1.2, 0.4, 0.3], [0.1, 0.0, 0.0], [0.0, 0.0, 0.3], [0.7, 0.1, -0.4], [0.1, -0.1, 0.0]],
  "nbo_charge": [0.228, 0.359, 0.205, 0.350, 0.166, 0.398, 0.209, -0.718, 0.394, 0.195, -0.406, -0.845, 0.389, -0.620, 0.738, 0.230, 0.350, -0.675, 0.228, -0.875, 0.186, -0.228, 0.235, 0.177, -0.840, 0.171],
  "total_energy_ha": -440.20974,
  "orbital_gap_ha": 0.356,
  "smiles": "CC(N)=O.CCN.CN",
  "homo_energy_ev": -8.74,
  "relative_energy_kj_mol": 25.1,
  "lumo_energy_ev": 0.95
}

***

{
  "formula": "C44H39BrF5N4O2P2TeTi",
  "method": "the ωB97M-V functional and the def2-TZVPD basis",
  "species": ["F", "F", "H", "F", "H", "C", "H", "H", "H", "H", "C", "H", "H", "C", "H", "C", "C", "N", "H", "C", "C", "H", "H", "C", "H", "H", "H", "N", "H", "C", "C", "H", "H", "C", "C", "C", "H", "O", "C", "H", "C", "H", "C", "H", "C", "H", "H", "H", "P", "C", "H", "H", "C", "O", "C", "F", "H", "H", "C", "H", "H", "Te", "H", "C", "P", "C", "C", "F", "C", "C", "H", "C", "H", "Ti", "C", "C", "H", "C", "C", "H", "C", "C", "N", "C", "Br", "C", "C", "H", "C", "C", "N", "C", "C", "C", "C", "C", "H", "H", "C"],
  "coordinates": [[0.5644, 2.9950, -1.3375], [4.8494, 3.3623, -2.0251], [1.9259, 1.0656, 3.2556], [2.5913, 1.3281, -2.4262], [3.0685, 6.3004, 2.4351], [-2.6184, -1.8085, -2.6976], [-1.1200, 1.9416, -1.2025], [-1.9210, 2.8786, 2.4597], [5.1626, -2.5248, 1.0649], [3.3235, -0.5260, -2.9127], [-0.3002, 2.1432, -0.5242], [-6.1237, 1.3945, 0.0438], [0.4598, -3.5721, 2.1732], [0.1263, 5.3870, 1.0037], [1.4078, 2.4008, 1.8580], [0.0587, 0.8771, -4.0708], [3.7843, -4.0427, 1.7106], [0.2085, 1.7759, -7.3674], [-0.6507, 1.6739, 2.2533], [-2.9902, -4.1139, -3.2829], [0.5076, 1.9795, -4.8103], [4.0305, -2.6085, -3.9051], [-5.6688, -2.1077, 2.4723], [2.4605, -4.3312, 2.0302], [0.3746, -2.6417, -0.6200], [-2.1750, 1.5188, 1.3673], [-2.7811, 3.1553, -0.4011], [1.7075, 4.0792, -3.9207], [-1.5191, -1.5289, 1.8624], [2.6122, -3.7912, -2.8111], [4.1381, -2.7572, 1.3285], [-2.4893, -5.5504, -1.7669], [-3.3795, -2.4575, -4.5966], [0.3523, 1.9071, -6.2275], [0.3717, -0.1100, 6.0217], [3.2256, -2.6097, -3.1810], [-3.3041, -4.8625, -4.0011], [2.3860, 1.3556, 0.0399], [-2.1611, -2.1924, -1.4390], [-0.9835, -2.0723, 3.6251], [0.2069, 4.0023, 1.1254], [-3.8181, 1.1059, -0.7934], [-4.2222, 0.4040, -0.0700], [-7.0515, -0.2037, 1.6949], [0.4513, -0.4990, 3.2518], [2.1804, -5.3351, 2.3297], [-2.6366, -0.7553, -2.9652], [-1.6742, 4.4345, -0.9119], [0.5954, -0.7023, 1.4294], [1.5798, -3.7865, -1.8921], [1.8337, 1.4305, 5.6853], [3.4572, -0.7645, 0.9231], [3.1727, -1.7575, 1.2526], [0.1362, 0.6871, -2.8152], [-2.1253, -3.5420, -1.1107], [4.5414, 1.2380, -1.0671], [-0.4914, -0.1745, -5.7386], [1.1001, -4.7121, -1.5936], [1.2127, 0.6648, 5.2340], [-1.7600, -3.8475, -0.1331], [-1.0538, -1.7167, 6.0383], [3.4322, 2.7578, -0.9359], [4.5318, -4.8273, 1.7431], [1.3259, 3.4728, 1.7636], [-1.7146, -0.8117, -0.3085], [1.1723, -2.5725, -1.3485], [2.3459, 4.2823, 2.2388], [4.5414, 3.0340, 0.5323], [-5.5227, 0.5635, 0.3956], [-2.5340, -4.4993, -2.0283], [-2.4865, 4.5280, 0.6684], [-3.0354, -2.7658, -3.6168], [-0.6313, -0.9981, -4.2348], [1.2630, 0.7271, -1.1492], [1.1440, 6.2098, 1.4795], [-6.0429, -0.3325, 1.3194], [-3.3889, -2.4147, 1.6196], [1.7534, -1.3406, -1.6654], [1.8447, -2.0513, 1.5516], [1.0598, 7.2840, 1.3592], [-1.4299, 2.2271, 1.7321], [-3.9670, -1.5560, 1.2896], [-0.9040, -1.5411, 1.0572], [1.1976, 3.1166, -4.2961], [3.2007, -5.4416, -3.5526], [1.4985, -3.3373, 1.9532], [-3.4267, -0.6501, 0.3763], [0.3330, 0.0425, 7.0940], [2.7948, -1.4153, -2.6108], [-0.8641, 3.0633, 0.5810], [-0.5763, -0.1267, -4.7367], [2.2633, 5.6627, 2.0893], [1.2530, 0.4680, 3.8602], [-0.3725, -1.2852, 4.0533], [-0.4109, -1.0921, 5.4289], [-5.2632, -1.3956, 1.7620], [3.2105, 3.8335, 2.7149], [-0.7243, 5.8484, 0.5221], [-2.0170, 3.8527, -0.0531]],
  "forces_ev_per_angstrom": [[0.0, -0.1, -0.2], [0.7, 0.8, -0.8], [0.0, 0.0, 0.0], [-0.4, 0.9, -0.3], [0.0, 0.0, 0.0], [0.0, -0.1, 0.0], [-0.2, -0.2, -0.1], [0.0, 0.0, 0.0], [0.0, 0.0, 0.0], [0.0, 0.1, 0.0], [0.3, 0.3, -0.2], [0.0, -0.1, 0.0], [0.1, 0.0, 0.0], [0.1, 0.0, 0.0], [0.0, 0.1, -0.1], [0.0, -0.4, 0.1], [-0.1, 0.0, 0.0], [0.0, 0.0, 0.1], [0.0, 0.0, 0.0], [0.0, 0.1, 0.0], [0.3, 0.3, -0.4], [0.0, 0.0, 0.0], [0.0, 0.0, 0.0], [0.1, 0.0, 0.0], [0.0, 0.0, 0.0], [0.0, 0.0, 0.0], [0.0, 0.0, 0.0], [0.1, 0.0, 0.0], [0.0, -0.3, 0.0], [-0.1, 0.1, 0.1], [-0.1, 0.1, 0.0], [0.0, 0.0, 0.0], [0.0, 0.0, 0.0], [0.1, 0.1, 0.2], [0.0, 0.0, 0.0], [-0.1, 0.0, 0.0], [0.0, 0.0, 0.0], [0.1, 0.2, 0.5], [0.0, -0.1, 0.1], [0.0, 0.0, 0.0], [0.1, 0.1, 0.0], [0.0, 0.0, 0.1], [0.0, 0.0, 0.0], [0.0, 0.0, 0.0], [-0.1, 0.4, 0.0], [0.0, 0.0, 0.0], [0.0, -0.1, 0.0], [0.0, 0.0, 0.0], [0.0, -1.0, -0.2], [0.0, 0.0, 0.0], [0.0, -0.1, 0.0], [-0.1, 0.0, 0.0], [0.0, -0.1, 0.0], [-0.1, 0.5, 0.1], [0.1, -0.1, 0.1], [0.4, -0.4, 0.0], [0.0, 0.0, 0.0], [0.0, 0.1, 0.0], [0.0, 0.0, 0.0], [0.0, 0.0, -0.1], [0.0, 0.0, 0.0], [0.7, -0.8, -0.4], [0.0, 0.0, 0.0], [0.0, 0.0, 0.1], [-0.2, -0.4, 0.0], [-0.1, 0.0, 0.1], [0.0, 0.1, 0.1], [0.3, 0.6, 1.2], [0.0, 0.0, 0.0], [0.0, 0.0, 0.0], [0.0, 0.0, 0.0], [0.0, 0.0, 0.1], [0.1, 0.0, 0.0], [-1.6, -0.4, 0.1], [0.0, -0.1, 0.0], [0.1, 0.0, 0.0], [0.0, 0.0, 0.0], [0.2, -0.1, -0.1], [0.0, 0.0, 0.0], [0.0, 0.0, 0.0], [0.0, 0.0, 0.0], [-0.1, 0.0, 0.0], [0.0, 0.7, 0.1], [-0.5, -0.3, 0.1], [0.0, -0.1, 0.0], [-0.1, -0.1, 0.0], [0.0, 0.1, 0.1], [0.0, 0.0, 0.0], [0.1, -0.1, 0.1], [0.1, -0.1, 0.1], [-0.2, -0.2, -0.3], [0.0, 0.0, 0.0], [0.0, -0.1, 0.0], [0.0, 0.1, 0.1], [0.0, 0.0, 0.0], [0.0, 0.0, 0.0], [0.0, 0.0, -0.1], [0.0, 0.0, 0.0], [-0.1, 0.1, 0.1]],
  "mulliken_charge": [0.008, -0.464, 0.251, -0.420, 0.381, -1.290, 0.700, 0.545, 0.491, 0.575, -0.391, 0.431, 0.168, -1.147, -0.257, 0.504, -0.656, -0.696, 0.063, -0.670, 0.509, 0.459, 0.430, -0.655, -0.291, -0.028, 0.175, -0.724, -0.017, -0.189, -0.591, 0.448, 0.456, -0.603, -0.647, -1.005, 0.385, -0.427, 1.454, 0.246, -0.520, 0.285, -0.122, 0.375, 0.903, 0.403, 0.505, 0.413, -0.163, -0.664, 0.446, 0.162, -0.500, 0.480, -0.296, -0.471, 0.245, 0.489, -0.582, 0.172, 0.424, 1.389, 0.381, 0.892, 0.275, 0.282, -0.430, -0.409, -0.626, -0.530, 0.599, -0.482, 0.171, -0.239, -0.829, -0.582, 0.299, 1.215, 0.847, 0.397, -1.165, -0.593, 0.491, 0.140, -0.250, -0.391, 0.362, 0.368, -0.680, 3.769, -0.325, -0.811, -0.183, -0.851, -0.735, -0.818, 0.391, 0.400, -2.236],
  "charge": -1,
  "total_energy_ha": -6943.35129,
  "orbital_gap_ha": 0.280,
  "homo_energy_ev": -5.62,
  "relative_energy_kj_mol": 380.0,
  "lumo_energy_ev": 1.98
}

***

{
  "formula": "C6H9N",
  "method": "the ωB97M-V functional and the def2-TZVPD basis",
  "species": ["C", "H", "H", "H", "C", "H", "H", "C", "C", "C", "C", "H", "H", "H", "N", "H"],
  "coordinates": [[-0.1059, 1.0957, -2.3583], [0.4067, 0.5463, -3.1574], [-1.0132, -1.4513, -1.6737], [0.4055, 2.0541, -2.2346], [0.3686, 0.7322, 0.1768], [0.2239, -1.3248, 3.0066], [1.5206, -0.1524, 2.7278], [-0.4730, -1.3369, 0.3720], [0.1283, -0.3376, 1.0929], [0.4568, -0.3538, 2.5562], [-0.0919, 0.3543, -1.0602], [0.8353, 1.6836, 0.4038], [-0.1122, 0.4104, 3.0991], [-1.1267, 1.3075, -2.7000], [-0.6032, -0.9120, -0.9292], [-0.8198, -2.3153, 0.6782]],
  "forces_ev_per_angstrom": [[0.0, 0.0, -0.1], [-0.1, 0.1, 0.1], [0.1, 0.1, 0.1], [-0.1, -0.1, 0.0], [0.0, 0.0, 0.0], [0.0, 0.2, -0.1], [-0.2, 0.0, 0.0], [0.0, 0.0, 0.1], [-0.1, -0.1, -0.1], [0.0, 0.0, 0.1], [0.0, 0.0, 0.0], [-0.1, -0.1, 0.0], [0.1, -0.1, -0.1], [0.1, 0.0, 0.1], [0.0, 0.1, -0.1], [0.1, 0.2, 0.0]],
  "nbo_charge": [-0.639, 0.214, 0.406, 0.229, -0.305, 0.213, 0.213, -0.087, -0.095, -0.620, 0.134, 0.214, 0.212, 0.215, -0.512, 0.206],
  "total_energy_ha": -288.78027,
  "orbital_gap_ha": 0.327,
  "smiles": "Cc1c[nH]c(C)c1",
  "homo_energy_ev": -7.84,
  "relative_energy_kj_mol": 4.7,
  "lumo_energy_ev": 1.05
}

***

{
  "formula": "C4H7N2",
  "method": "the ωB97M-V functional and the def2-TZVPD basis",
  "species": ["C", "N", "H", "H", "H", "H", "H", "C", "C", "C", "H", "N", "H"],
  "coordinates": [[-1.3453, -0.5983, 0.0624], [2.1066, 0.4990, -0.0852], [0.7341, -2.2558, 0.4379], [-1.5932, -1.6679, -0.1132], [2.9184, 1.1324, 0.0013], [-2.0628, 0.0021, 0.7139], [0.4677, 0.8954, -1.1503], [0.7467, 0.9875, -0.1371], [0.0608, -0.4356, 0.1963], [2.2911, -0.8092, 0.0891], [0.5817, 2.0583, 0.2361], [0.9963, -1.3086, 0.1719], [-1.6973, -0.0979, -0.8453]],
  "forces_ev_per_angstrom": [[-2.8, -0.7, -0.2], [1.3, -0.2, 0.8], [0.7, -0.3, -0.5], [-0.3, 0.7, 0.7], [-0.7, -0.6, -0.4], [1.3, -1.2, 0.1], [-0.5, 0.7, -1.8], [0.3, -1.8, 1.4], [0.0, 4.9, -0.6], [1.9, 1.3, -0.1], [-0.2, -2.0, 0.0], [-1.6, -0.6, 1.1], [0.6, -0.1, -0.5]],
  "nbo_charge": [-0.754, -0.546, 0.454, 0.265, 0.455, 0.319, 0.258, -0.311, 0.513, 0.263, 0.303, -0.528, 0.307],
  "charge": 1,
  "total_energy_ha": -265.77529,
  "orbital_gap_ha": 0.318,
  "homo_energy_ev": -14.10,
  "relative_energy_kj_mol": 349.7,
  "lumo_energy_ev": -5.45
}